(1)
DFT (ωB97M-V/def2-TZVPD) results for 4 unconnected molecules or ions with the total composition C23H55BI2O14P3 at a distorted geometry.

```
98
Properties=species:S:1:pos:R:3:lowdin_charge:R:1
C 7.574 0.453 4.315 -0.178
C 6.747 -0.084 3.124 -0.812
I 5.795 1.563 2.128 0.918
C 5.814 -1.246 3.515 -0.714
I 5.845 -2.804 2.014 0.809
C 4.382 -0.906 3.915 -0.508
C 4.140 0.049 5.156 -0.178
O 3.406 1.094 4.565 -0.165
B 2.542 0.400 3.581 -0.667
O 3.441 -0.641 2.937 -0.152
H 8.606 0.563 3.971 0.065
H 7.243 1.440 4.627 0.039
H 7.613 -0.253 5.146 0.068
H 7.461 -0.477 2.406 0.014
H 6.260 -1.708 4.395 0.067
H 4.041 -1.881 4.339 0.117
H 5.024 0.352 5.717 0.110
H 3.370 -0.505 5.714 0.108
H 2.238 1.196 2.685 0.051
H 1.485 -0.024 4.056 0.057
O 8.167 -3.079 -2.912 -0.205
P 7.325 -4.200 -3.379 0.534
O 7.443 -4.169 -5.008 -0.209
C 8.701 -4.461 -5.614 -0.282
C 9.039 -5.941 -5.555 -0.082
O 5.831 -3.589 -3.166 -0.233
C 5.576 -2.549 -2.205 -0.274
C 5.452 -1.207 -2.894 -0.067
O 6.826 -5.724 -3.222 -0.208
C 5.498 -6.177 -3.520 -0.257
C 5.079 -6.041 -4.966 -0.075
H 9.487 -3.865 -5.142 0.110
H 8.624 -4.142 -6.654 0.116
H 9.192 -6.270 -4.525 0.071
H 9.951 -6.147 -6.117 0.075
H 8.228 -6.541 -5.968 0.068
H 6.349 -2.529 -1.440 0.079
H 4.639 -2.796 -1.705 0.116
H 6.272 -1.044 -3.594 0.074
H 5.445 -0.398 -2.163 0.081
H 4.527 -1.161 -3.472 0.073
H 4.777 -5.708 -2.855 0.116
H 5.502 -7.237 -3.257 0.118
H 4.923 -5.000 -5.241 0.074
H 4.140 -6.574 -5.124 0.081
H 5.833 -6.454 -5.636 0.067
O -1.230 1.522 3.927 -0.180
P -2.514 2.242 3.885 0.566
O -3.600 1.177 4.492 -0.220
C -3.507 0.813 5.869 -0.277
C -3.980 1.923 6.793 -0.083
O -2.855 2.164 2.290 -0.244
C -1.811 1.942 1.327 -0.263
C -1.867 0.503 0.858 -0.062
O -3.449 3.562 4.088 -0.214
C -4.587 3.818 3.251 -0.267
C -5.689 2.780 3.328 -0.079
H -2.480 0.522 6.106 0.115
H -4.137 -0.068 5.998 0.116
H -3.320 2.792 6.734 0.071
H -3.996 1.577 7.827 0.075
H -4.980 2.257 6.517 0.066
H -0.828 2.179 1.728 0.110
H -1.987 2.618 0.486 0.095
H -1.939 -0.184 1.699 0.082
H -0.982 0.250 0.274 0.082
H -2.752 0.340 0.236 0.064
H -4.281 3.992 2.221 0.098
H -4.995 4.769 3.603 0.117
H -5.388 1.846 2.859 0.071
H -6.583 3.134 2.811 0.079
H -5.952 2.564 4.363 0.067
O -6.646 0.372 -1.954 -0.206
P -6.687 1.676 -2.647 0.537
O -6.603 2.798 -1.478 -0.203
C -5.394 2.921 -0.715 -0.262
C -4.291 3.591 -1.508 -0.067
O -8.278 1.760 -3.040 -0.235
C -9.068 0.578 -3.162 -0.286
C -9.924 0.378 -1.928 -0.075
O -6.240 2.596 -3.889 -0.204
C -7.071 3.584 -4.513 -0.259
C -7.476 4.738 -3.626 -0.073
H -5.080 1.941 -0.348 0.112
H -5.625 3.541 0.151 0.109
H -3.963 2.982 -2.353 0.078
H -3.429 3.777 -0.868 0.066
H -4.649 4.539 -1.912 0.071
H -8.441 -0.292 -3.348 0.104
H -9.707 0.707 -4.040 0.114
H -9.336 0.487 -1.018 0.077
H -10.387 -0.610 -1.931 0.075
H -10.715 1.130 -1.889 0.072
H -7.938 3.116 -4.974 0.112
H -6.468 3.972 -5.336 0.119
H -8.193 4.429 -2.868 0.073
H -7.944 5.516 -4.232 0.081
H -6.614 5.165 -3.115 0.069
```

## Properties
- total charge = -1
- energy (a.u.) = -3607.2056
- spin multiplicity = 1
- LUMO level (eV) = 1.80
- HOMO energy (eV) = -3.9



(2)
DFT (ωB97M-V/def2-TZVPD) results for a molecular structure, C23H56B3N3O21S6.

```
112
Properties=species:S:1:pos:R:3:lowdin_charge:R:1
N -1.219 8.185 -8.948 0.177
B -0.154 7.988 -7.975 -0.629
O 1.166 8.032 -8.384 0.306
B 2.155 7.759 -7.445 -0.664
N 3.387 7.130 -7.799 0.220
O 1.842 8.082 -6.120 0.302
B 0.651 7.463 -5.813 -0.476
C 0.552 6.328 -4.741 -0.136
C -0.462 5.375 -4.826 -0.013
C -0.502 4.335 -3.911 -0.059
C 0.471 4.292 -2.937 -0.055
C 1.442 5.288 -2.912 -0.130
N 1.500 6.280 -3.790 0.117
O -0.435 7.779 -6.621 0.286
H -1.903 8.863 -8.630 0.075
H -1.715 7.337 -9.194 0.074
H 3.938 6.970 -6.962 0.091
H 3.265 6.231 -8.249 0.091
H -1.204 5.465 -5.615 0.116
H -1.262 3.562 -3.966 0.107
H 0.484 3.490 -2.206 0.081
H 2.220 5.264 -2.152 0.107
O -0.178 1.120 -1.703 -0.295
S 0.069 0.435 -0.465 0.558
O 0.681 -0.860 -0.490 -0.284
O -1.273 0.377 0.362 -0.253
C -2.460 -0.129 -0.310 -0.239
C -2.482 -1.637 -0.403 -0.058
C 0.964 1.479 0.628 -0.113
H -2.532 0.337 -1.294 0.108
H -3.291 0.234 0.286 0.099
H -1.702 -2.010 -1.066 0.071
H -3.450 -1.965 -0.784 0.069
H -2.324 -2.082 0.580 0.090
H 0.464 2.443 0.677 0.075
H 1.969 1.590 0.226 0.079
H 1.002 1.007 1.606 0.078
O -5.897 -3.171 -0.475 -0.282
S -6.999 -3.968 -0.028 0.561
O -6.966 -4.537 1.283 -0.269
O -7.272 -5.106 -1.099 -0.265
C -6.142 -5.916 -1.512 -0.245
C -5.790 -6.981 -0.496 -0.071
C -8.505 -3.088 -0.244 -0.120
H -5.296 -5.261 -1.723 0.112
H -6.461 -6.361 -2.451 0.121
H -5.396 -6.543 0.419 0.074
H -5.035 -7.645 -0.916 0.082
H -6.671 -7.567 -0.236 0.085
H -8.538 -2.694 -1.256 0.074
H -8.499 -2.280 0.484 0.074
H -9.333 -3.764 -0.055 0.076
O 3.485 -0.306 3.947 -0.291
S 4.865 -0.598 3.679 0.560
O 5.640 0.346 2.932 -0.278
O 4.966 -2.021 2.994 -0.260
C 4.135 -2.275 1.832 -0.232
C 4.696 -1.643 0.578 -0.058
C 5.692 -1.000 5.172 -0.123
H 3.119 -1.937 2.036 0.112
H 4.111 -3.358 1.743 0.123
H 4.650 -0.556 0.625 0.071
H 4.127 -1.975 -0.290 0.062
H 5.743 -1.914 0.444 0.092
H 5.114 -1.744 5.710 0.067
H 5.761 -0.085 5.755 0.066
H 6.686 -1.369 4.935 0.082
O 5.209 -3.675 -3.049 -0.276
S 4.147 -4.498 -2.555 0.554
O 4.231 -5.041 -1.233 -0.281
O 3.889 -5.671 -3.594 -0.266
C 5.038 -6.445 -4.019 -0.248
C 5.457 -7.473 -2.990 -0.072
C 2.606 -3.673 -2.746 -0.113
H 5.852 -5.764 -4.266 0.113
H 4.713 -6.924 -4.940 0.121
H 5.857 -7.000 -2.095 0.073
H 6.227 -8.118 -3.414 0.081
H 4.606 -8.086 -2.693 0.084
H 2.533 -3.303 -3.764 0.078
H 2.593 -2.847 -2.037 0.060
H 1.807 -4.374 -2.521 0.078
O 4.818 -1.204 8.252 -0.283
S 4.737 0.024 8.986 0.560
O 5.934 0.738 9.307 -0.270
O 3.888 -0.224 10.301 -0.263
C 4.283 -1.329 11.153 -0.244
C 5.482 -0.997 12.014 -0.071
C 3.605 1.109 8.191 -0.113
H 4.459 -2.209 10.532 0.113
H 3.404 -1.524 11.764 0.122
H 6.383 -0.878 11.414 0.073
H 5.647 -1.802 12.731 0.082
H 5.316 -0.068 12.558 0.085
H 2.687 0.566 7.984 0.080
H 4.072 1.433 7.264 0.073
H 3.424 1.960 8.842 0.077
O -5.313 1.464 0.046 -0.281
S -5.685 2.674 -0.625 0.567
O -5.491 3.927 0.034 -0.266
O -7.194 2.546 -1.098 -0.263
C -8.169 2.144 -0.104 -0.248
C -8.571 3.282 0.809 -0.069
C -4.945 2.728 -2.217 -0.117
H -7.774 1.296 0.456 0.110
H -9.018 1.793 -0.688 0.121
H -7.747 3.586 1.452 0.074
H -9.403 2.965 1.438 0.082
H -8.879 4.149 0.225 0.086
H -5.134 1.785 -2.724 0.077
H -3.878 2.874 -2.059 0.073
H -5.366 3.565 -2.768 0.077
```

## Properties
- energy (a.u.) = -5118.2557
- spin multiplicity = 1
- LUMO level (eV) = 0.25
- HOMO energy (eV) = -9.6



| no. | Kohn-Sham gap (hartree) |
| --- | --- |
| 1 | 0.2089 |
| 2 | 0.3633 |